# 1
Computed, not measured: a 2-piece molecular cluster, C2H4O3P overall in a non-equilibrium geometry, with wB97M-V/def2-TZVPD.

## Properties
Energy above the lowest of the compared OMol25 structures with the same formula, charge and spin: 357.3 kJ/mol
Strongest force on any atom: 4.294 eV/Å
Lowest unoccupied orbital energy (spin up / spin down): 3.300 / 3.292 eV
DFT total energy: -17569.52992 eV
HOMO-LUMO gap (spin up / spin down): 4.0 / 4.0 eV
Net charge: -1
HOMO level (spin up / spin down): -0.7 / -0.7 eV

Last column: natural (NBO) charge in e.
CARTESIAN COORDINATES (ANGSTROEM)
C: -0.88766 0.00171 -0.37362  0.79
C: 0.60152 0.08633 -0.29349  -0.74
O: 0.18305 4.47528 1.84249  -1.11
O: -1.73791 0.86791 -0.47924  -0.57
O: -1.35569 -1.33130 -0.10490  -0.74
P: -0.05405 3.14615 1.13625  0.17
H: 1.08003 -0.89900 -0.38598  0.21
H: 1.01658 0.52279 0.51356  0.26
H: 0.95375 0.70428 -1.12394  0.24
H: -2.35438 -1.20622 -0.05873  0.48

Forces on atoms 1 to 2 (eV/Å):
-2.54 -0.36 1.66
-0.46 -1.80 -3.87

# 2
Computed, not measured: C2H4O3Tl as an isolated structure in a non-equilibrium geometry, with wB97M-V/def2-TZVPD.

## Properties
Energy above the lowest of the compared OMol25 structures with the same formula, charge and spin: 569.1 kJ/mol
Strongest force on any atom: 4.748 eV/Å
Lowest unoccupied orbital energy: -6.320 eV
DFT total energy: -12961.44063 eV
HOMO-LUMO gap: 7.8 eV
Net charge: +1
HOMO level: -14.2 eV

Last column: Mulliken charge in e.
CARTESIAN COORDINATES (ANGSTROEM)
C: -2.88478 -0.31604 -0.14673  0.12
O: -1.98482 0.38398 0.28495  -0.32
H: -2.82931 -1.41731 -0.09531  0.26
H: -3.81946 0.14446 -0.50754  0.30
O: 1.22027 -1.12205 0.10357  -0.45
C: 2.15688 -0.08983 -0.06149  -0.07
O: 1.55756 1.13894 0.24808  -0.41
Tl: -0.04980 0.20174 0.60235  1.15
H: 2.52982 -0.07870 -1.11263  0.21
H: 3.03618 -0.26519 0.60202  0.21

Forces on atoms 1 to 2 (eV/Å):
-0.96 -0.91 0.32
-3.09 0.98 -0.45

# 3
Computed, not measured: a 2-piece molecular cluster, C2H4O4 overall in a non-equilibrium geometry, with wB97M-V/def2-TZVPD.

## Properties
Energy above the lowest of the compared OMol25 structures with the same formula, charge and spin: 78.9 kJ/mol
Strongest force on any atom: 2.277 eV/Å
Lowest unoccupied orbital energy: 0.529 eV
DFT total energy: -10328.58174 eV
HOMO-LUMO gap: 11.5 eV
HOMO level: -10.9 eV

Last column: natural (NBO) charge in e.
CARTESIAN COORDINATES (ANGSTROEM)
O: 1.94776 1.44935 -0.82177  -0.57
C: 0.87052 1.93869 -0.67598  0.65
O: -0.02889 1.59813 0.24165  -0.70
H: 0.54801 2.79811 -1.26637  0.11
H: 0.14892 0.79709 0.76218  0.51
O: -1.99014 -2.20599 0.35554  -0.54
C: -0.99410 -1.60994 0.08968  0.64
O: 0.14287 -1.54957 0.81794  -0.71
H: -1.02813 -0.78589 -0.63962  0.11
H: 0.38317 -2.42998 1.13674  0.50

Forces on atoms 1 to 2 (eV/Å):
0.28 -0.49 -0.07
0.71 0.11 0.23

# 4
Computed, not measured: a 2-piece molecular cluster, C2H4OS overall in a non-equilibrium geometry, with wB97M-V/def2-TZVPD.

## Properties
Energy above the lowest of the compared OMol25 structures with the same formula, charge and spin: 503.2 kJ/mol
Strongest force on any atom: 2.458 eV/Å
Lowest unoccupied orbital energy: -1.652 eV
DFT total energy: -15016.25047 eV
HOMO-LUMO gap: 6.3 eV
HOMO level: -8.0 eV

Last column: natural (NBO) charge in e.
CARTESIAN COORDINATES (ANGSTROEM)
C: -0.38641 -0.55778 -1.08807  -0.02
C: 0.73121 -0.03308 -1.43959  -0.51
O: -0.89382 0.70411 2.47540  -0.84
S: -0.49822 -0.82438 2.01172  0.21
H: -1.33620 -0.91370 -1.38894  0.21
H: 1.50351 0.21815 -0.73450  0.25
H: 0.97160 0.19395 -2.47867  0.23
H: -0.09167 1.21273 2.64265  0.48

Forces on atoms 1 to 2 (eV/Å):
0.09 -0.09 2.45
0.41 0.21 -0.31

# 5
Computed, not measured: a 2-piece molecular cluster, C2H4OS overall in a non-equilibrium geometry, with wB97M-V/def2-TZVPD.

## Properties
Energy above the lowest of the compared OMol25 structures with the same formula, charge and spin: 344.5 kJ/mol
Strongest force on any atom: 4.465 eV/Å
Lowest unoccupied orbital energy: -0.196 eV
DFT total energy: -15017.89517 eV
HOMO-LUMO gap: 8.7 eV
HOMO level: -8.9 eV

Last column: natural (NBO) charge in e.
CARTESIAN COORDINATES (ANGSTROEM)
C: -0.91908 0.23587 0.24573  0.36
C: 0.24541 0.17580 -0.64600  -0.53
O: -2.05353 0.15133 -0.09376  -0.54
S: 1.79129 0.25370 -0.02127  0.11
H: -0.49206 0.34088 1.32910  0.10
H: -0.17498 -1.42956 -0.32512  0.13
H: 0.34244 0.30158 -1.71536  0.26
H: 1.26050 -0.02961 1.22668  0.11

Forces on atoms 1 to 2 (eV/Å):
0.96 0.47 0.62
-1.05 -4.31 -0.52

# 6
Computed, not measured: a 2-piece molecular cluster, C2H4OS overall in a non-equilibrium geometry, with wB97M-V/def2-TZVPD.

## Properties
Energy above the lowest of the compared OMol25 structures with the same formula, charge and spin: 468.9 kJ/mol
Strongest force on any atom: 6.241 eV/Å
Lowest unoccupied orbital energy: 0.133 eV
DFT total energy: -15016.60599 eV
HOMO-LUMO gap: 9.2 eV
HOMO level: -9.1 eV

Last column: natural (NBO) charge in e.
CARTESIAN COORDINATES (ANGSTROEM)
C: -0.29150 -0.35101 -0.45063  0.16
C: 0.46581 0.61381 0.44313  -0.68
O: -0.56702 -0.65336 -1.70090  -0.58
S: -1.97636 -0.22373 -0.90333  0.37
H: 0.21269 -1.76946 0.42600  0.02
H: 0.57667 1.68453 0.11169  0.23
H: 1.52268 0.18793 0.55290  0.24
H: 0.05703 0.51130 1.52113  0.25

Forces on atoms 1 to 2 (eV/Å):
0.73 -3.62 5.03
1.95 0.09 0.49